Entry from the OMol25 dataset: C6H10O as an isolated structure (ωB97M-V/def2-TZVPD).

The geometry in XYZ format:
```
17
Properties=species:S:1:pos:R:3:forces:R:3
C -1.293 -0.058 1.352 -0.731 0.349 0.164
C 0.059 0.038 0.972 0.786 -0.172 -0.485
C 0.472 -1.042 -0.048 -0.098 -0.094 -0.356
C 1.323 -0.199 -0.976 0.240 -0.173 0.252
O 0.622 0.137 -2.191 0.047 -0.109 -0.114
C -0.071 1.199 -1.511 -0.270 0.281 0.088
C 0.680 0.941 -0.208 0.030 0.705 0.339
H -1.617 0.098 2.376 0.066 -0.039 -0.151
H -0.871 -1.952 1.549 0.372 -0.495 -0.135
H -2.071 -0.186 0.603 0.135 0.019 0.095
H 0.740 0.131 1.821 -0.054 -0.024 -0.121
H -0.229 -2.285 1.182 -0.510 0.010 0.388
H -0.390 -1.435 -0.600 0.107 -0.053 0.146
H 2.388 -0.381 -1.116 -0.164 0.025 0.038
H -1.159 1.066 -1.485 0.155 -0.033 -0.028
H 0.169 2.169 -1.961 -0.053 -0.140 0.047
H 1.247 1.757 0.242 -0.058 -0.057 -0.167
```
Positions in Å, forces in eV/Å.

Values from the calculation:
Spin multiplicity = 1
Energy relative to the best compared isomer or geometry (same formula, charge and spin) = 6.7287 eV
HOMO-LUMO gap (spin up / spin down) = 8.0004 / 7.7917 eV
Total charge = 0